a:
Density functional theory data (ωB97M-V/def2-TZVPD) for the ion C4H13N2S with charge +1.

```
! RIJCOSX wB97M-V def2-TZVPD def2/J DEFGRID3
* xyz 1 1
H 1.030 -0.545 -1.627
H 1.680 2.778 1.860
H 0.222 0.017 0.932
C 0.072 0.524 -0.018
N -1.329 1.069 0.085
C -0.260 -2.424 0.735
H 1.013 2.034 -1.194
H -1.711 1.311 -0.827
C 1.117 1.610 -0.196
C 0.055 -0.520 -1.137
H -0.695 -0.338 -1.915
H -1.413 1.877 0.709
H 0.350 -3.319 0.817
H -1.980 0.304 0.302
H 2.091 1.137 -0.208
H -1.169 -2.401 1.331
S 0.836 3.056 0.857
H 0.417 -1.810 1.376
H -0.113 -2.524 -1.306
N -0.212 -1.835 -0.578
*
```

Orbital gap (Ha): 0.328
HOMO (eV): -12.29
Structure (SMILES): CNC[C@H]([NH3+])CS


b:
Density functional theory data (ωB97M-V/def2-TZVPD) for the ion C4H13N2S with charge +1.

```
! RIJCOSX wB97M-V def2-TZVPD def2/J DEFGRID3
* xyz 1 1
H -1.798 -0.659 -0.717
N -1.573 -0.135 0.116
H 0.453 1.387 0.073
C -0.279 -0.472 0.651
H -2.782 -1.377 1.381
H -2.541 0.259 1.963
C 0.940 -0.029 -1.526
H -0.009 -0.315 -1.971
H 2.300 -0.794 0.719
H -0.334 -0.240 1.719
C -2.694 -0.335 1.058
H -3.584 0.025 0.555
H 2.004 0.547 1.585
H -0.001 -1.536 0.599
H 1.629 -0.877 -1.573
N 2.101 0.207 0.629
H 0.750 2.032 -2.839
C 0.772 0.377 -0.070
H 2.871 0.715 0.182
S 1.774 1.220 -2.536
*
```

Orbital gap (Ha): 0.345
HOMO (eV): -12.96
Structure (SMILES): CNC[C@@H]([NH3+])CS


c:
Density functional theory data (ωB97M-V/def2-TZVPD) for the ion C4H13N2S with charge +1.

```
! RIJCOSX wB97M-V def2-TZVPD def2/J DEFGRID3
* xyz 1 1
H -0.020 1.394 -0.252
C 0.984 -1.179 -0.993
H -0.061 1.082 1.459
N 2.326 -1.449 -1.483
H 0.478 -0.531 -1.718
H 2.258 1.259 -0.024
C -0.080 0.600 0.488
H 2.669 -2.353 -1.186
C 1.057 -0.415 0.334
C -1.451 -0.066 0.363
S -2.718 1.270 0.575
N 2.365 0.320 0.354
H -1.634 -0.764 1.179
H -3.601 0.564 1.273
H 2.377 -1.458 -2.498
H 0.408 -2.092 -0.859
H -1.661 -0.471 -0.622
H 0.986 -1.012 1.241
H 3.035 -0.232 -0.210
H 2.703 0.438 1.315
*
```

Orbital gap (Ha): 0.329
HOMO (eV): -12.22
Structure (SMILES): NC[C@@H]([NH3+])CCS


Going by the energies, c is most stable and the next is 0.500 eV up.


a:
Density functional theory data (ωB97M-V/def2-TZVPD) for a cluster of 5 separate species, C2H13O4S in total.

```
! RIJCOSX wB97M-V def2-TZVPD def2/J DEFGRID3
* xyz -1 1
H -2.161 2.017 -1.595
C 1.262 -0.158 -0.256
S -0.191 0.308 0.809
H 1.179 1.854 -0.904
H 2.151 -0.718 0.151
H -3.890 -0.806 1.915
H -1.479 1.288 -0.320
H -4.549 0.129 2.930
O 5.023 -0.482 -0.343
O -2.258 -2.285 -0.361
H 4.275 -1.043 -0.082
H -1.879 -2.000 0.484
H -3.205 -2.392 -0.249
H 2.503 0.897 -1.741
H 4.519 0.343 -0.381
H 2.608 1.473 -0.029
O -2.077 2.048 -0.641
O -4.683 -0.706 2.452
C 1.946 1.092 -0.829
H 0.903 -0.858 -1.009
*
```

Orbital gap (Ha): 0.251
HOMO (eV): -3.41


b:
Density functional theory data (ωB97M-V/def2-TZVPD) for a cluster of 5 separate species, C2H13O4S in total.

```
! RIJCOSX wB97M-V def2-TZVPD def2/J DEFGRID3
* xyz -1 1
O -2.274 0.255 2.060
H -1.814 -0.589 1.902
H 0.724 2.226 1.831
H -2.927 0.201 1.349
H -1.691 -0.375 -2.019
H 0.313 -1.874 -2.469
H -0.957 0.251 -0.602
H 1.521 2.151 -0.204
H 1.187 -0.990 -1.317
H 0.563 -0.140 -2.779
C -0.953 -0.629 -1.246
O 0.992 2.517 -0.940
H 0.197 -1.086 1.725
H 1.238 0.749 1.814
C 0.336 -0.884 -2.008
O 1.482 1.661 1.606
H 1.419 -1.924 1.340
O 1.070 -1.359 2.034
S -1.608 -2.107 -0.386
H 1.181 1.945 -1.690
*
```

Orbital gap (Ha): 0.249
HOMO (eV): -3.15


Going by the energies, b is most stable and the next is 0.662 eV up.


a:
Density functional theory data (ωB97M-V/def2-TZVPD) for a cluster of 6 separate species, CH12O6 in total.

```
! RIJCOSX wB97M-V def2-TZVPD def2/J DEFGRID3
* xyz 0 1
O 0.810 1.107 1.682
O 2.441 0.640 -0.482
O -1.595 0.780 -2.194
O -2.399 0.873 0.603
H -1.290 1.687 -2.094
H -0.061 -0.185 -2.408
H -1.746 1.341 1.124
H 0.740 2.056 1.799
H 1.990 0.203 -1.222
H -0.038 -3.061 2.620
H -2.058 0.600 -1.360
H 1.519 0.953 1.021
O 0.810 -0.560 -2.638
O -1.212 -1.635 1.850
H 0.773 -1.440 2.156
H 3.209 0.081 -0.324
H -2.369 -0.070 0.757
C -0.157 -2.022 2.263
H 0.634 -1.347 -3.152
*
```

Orbital gap (Ha): 0.398
HOMO (eV): -10.29
Structure (SMILES): C=O.O.O.O.O.O


b:
Density functional theory data (ωB97M-V/def2-TZVPD) for a cluster of 6 separate species, CH12O6 in total.

```
! RIJCOSX wB97M-V def2-TZVPD def2/J DEFGRID3
* xyz 0 1
O -2.954 -1.365 1.304
O 1.736 -1.022 1.430
O 0.436 -0.253 -2.755
O 0.361 1.972 -1.101
C -3.459 -0.279 1.400
H -4.318 -0.129 2.076
H 1.322 -0.204 -3.121
H 2.046 0.750 0.985
H 0.306 0.559 -2.217
H -3.160 0.554 0.744
H 0.066 -1.294 -1.334
H 1.208 1.985 -0.609
O -0.211 -1.762 -0.518
O 2.321 1.671 0.835
H 1.197 -1.243 0.641
H -1.157 -1.900 -0.627
H 1.317 -1.513 2.142
H 3.223 1.765 1.149
H -0.279 1.707 -0.423
*
```

Orbital gap (Ha): 0.407
HOMO (eV): -10.60
Structure (SMILES): C=O.O.O.O.O.O


Going by the energies, b is most stable and the next is 0.089 eV up.


a:
Density functional theory data (ωB97M-V/def2-TZVPD) for a cluster of 2 separate species, C2H7PS2 in total.

```
! RIJCOSX wB97M-V def2-TZVPD def2/J DEFGRID3
* xyz 0 1
H -1.146 3.100 0.074
C 1.425 -2.046 -1.559
H 0.412 -2.334 -1.737
H -2.603 2.164 0.428
P 0.083 0.336 2.115
H 2.064 -2.643 -2.189
H -1.464 2.503 1.811
S 1.794 -2.402 0.083
S -0.940 0.692 0.300
H 0.425 -0.834 1.662
H 1.559 -0.954 -1.740
C -1.608 2.419 0.751
*
```

Orbital gap (spin up / spin down) (Ha): 0.304 / 0.215
HOMO (spin up / spin down) (eV): -9.05 / -7.58


b:
Density functional theory data (ωB97M-V/def2-TZVPD) for a cluster of 2 separate species, C2H7PS2 in total.

```
! RIJCOSX wB97M-V def2-TZVPD def2/J DEFGRID3
* xyz 0 1
C -1.585 -0.361 0.064
H 0.611 -1.597 -0.132
H 3.688 1.078 -0.772
S 1.335 -1.751 1.030
H -1.002 1.735 0.637
H -1.359 -1.057 0.943
H -2.713 -0.082 0.153
P 1.619 0.293 0.984
S 2.428 0.680 -0.923
H -0.508 1.077 -1.103
H -1.631 -0.912 -0.875
C -0.883 0.898 -0.007
*
```

Orbital gap (spin up / spin down) (Ha): 0.281 / 0.279
HOMO (spin up / spin down) (eV): -8.05 / -8.07


Going by the energies, b is most stable and the next is 0.737 eV up.


a:
Density functional theory data (ωB97M-V/def2-TZVPD) for an isolated molecule of C23H21N3O6S.

```
! RIJCOSX wB97M-V def2-TZVPD def2/J DEFGRID3
* xyz 0 1
H 3.238 0.307 2.564
C -2.664 0.680 2.434
C 3.034 0.727 1.589
C 0.591 -1.924 -0.144
C -3.672 -0.207 0.437
O 1.149 4.278 -0.708
H 3.748 -1.888 2.276
H 0.649 -3.956 -0.819
N 0.974 3.435 0.128
C -1.570 -1.614 -1.922
H 1.636 2.174 2.343
O 2.903 -3.683 -0.218
C 2.835 -2.718 0.498
N -2.079 1.574 0.264
C -3.385 -0.231 3.184
H -3.803 -0.153 -0.631
C -0.062 -0.706 -0.272
C -2.702 -1.509 -2.892
C 2.608 1.921 -0.895
H -2.958 -0.473 -3.084
C 1.933 2.361 0.233
O 5.626 -0.993 -0.090
C 3.679 0.232 0.455
C -2.804 0.690 1.050
H -5.694 -1.695 -0.407
H -6.109 -2.401 1.163
C 4.041 -2.165 1.265
C -4.383 -1.131 1.188
C -5.288 -2.114 0.510
C 4.579 -0.964 0.501
H 1.793 -1.165 1.300
H -3.282 -0.235 4.260
H -2.438 -1.995 -3.829
C -0.923 -2.841 -1.754
H -1.264 -3.685 -2.336
C 2.153 1.786 1.478
H 4.815 -2.932 1.291
H 4.003 0.475 -1.642
H -4.729 -3.016 0.255
H -2.006 1.393 2.908
O -0.380 1.919 -1.479
C 3.477 0.852 -0.778
C -4.228 -1.139 2.570
S -1.598 1.179 -1.279
C 0.144 -3.007 -0.895
H 2.413 2.399 -1.841
O 0.069 3.420 0.944
C -1.111 -0.552 -1.156
O -2.666 1.387 -2.207
H -3.577 -2.021 -2.490
H -1.485 2.245 0.737
H 0.265 0.155 0.289
N 1.706 -1.977 0.703
H -4.778 -1.852 3.166
*
```

Orbital gap (Ha): 0.280
HOMO (eV): -8.69
Structure (SMILES): Cc1cccc(NS(=O)(=O)c2cc(NC(=O)CC(=O)c3ccc([N+](=O)[O-])cc3)ccc2C)c1


b:
Density functional theory data (ωB97M-V/def2-TZVPD) for an isolated molecule of C23H21N3O6S.

```
! RIJCOSX wB97M-V def2-TZVPD def2/J DEFGRID3
* xyz 0 1
H 4.063 1.332 0.906
C -0.146 -4.090 2.348
C 0.834 -1.629 1.657
H -0.920 -0.932 -5.741
N 2.001 -1.266 -1.397
S 1.543 -0.073 1.273
H -1.529 -3.771 -0.542
C -1.980 1.427 -0.632
H 1.281 0.187 -5.683
O -3.283 5.858 0.951
O -2.615 -1.054 0.803
H -1.762 0.527 -1.186
C 1.209 -3.812 2.224
C -0.750 -1.718 -3.765
C -1.660 1.498 0.720
C -1.515 -3.230 -1.486
C -2.833 3.670 -0.552
O -2.469 4.947 2.717
H -1.544 -3.943 -2.315
C 4.533 0.069 2.593
C -1.912 2.652 1.445
N 1.676 -2.629 1.885
C -2.498 3.728 0.795
H 1.546 -1.873 -0.728
H 3.304 -1.630 0.880
C 0.932 -0.370 -4.829
H -2.106 -3.227 2.092
H 5.202 0.042 0.541
C -1.037 -3.073 2.059
C 3.175 -0.589 0.576
C -0.298 -0.997 -4.861
H -1.658 2.716 2.492
H 2.682 0.039 -3.650
H -1.717 -2.194 -3.808
C 3.000 -0.463 -0.939
H -2.813 2.453 -2.307
C 4.300 0.285 1.105
H -3.291 4.528 -1.019
H -0.486 -5.070 2.639
C -1.524 -0.798 1.247
C 0.033 -1.812 -2.628
H -2.387 -2.570 -1.530
O -0.313 -2.495 -1.484
H 4.786 -0.969 2.795
H 3.639 0.321 3.159
H 1.961 -4.570 2.401
H 5.348 0.698 2.942
C -0.561 -1.812 1.706
C 1.726 -0.453 -3.695
C 1.285 -1.166 -2.593
C -2.567 2.513 -1.259
O -1.030 0.452 1.362
O 3.657 0.290 -1.618
N -2.769 4.935 1.544
*
```

Orbital gap (Ha): 0.283
HOMO (eV): -8.28
Structure (SMILES): CC[C@@H](Sc1ncccc1C(=O)Oc1cccc([N+](=O)[O-])c1)C(=O)Nc1ccccc1OC


Going by the energies, b is most stable and the next is 0.196 eV up.


a:
Density functional theory data (ωB97M-V/def2-TZVPD) for a structure of composition C4H10NOS.

```
! RIJCOSX wB97M-V def2-TZVPD def2/J DEFGRID3
* xyz 1 1
C 0.870 1.425 1.018
H 1.709 0.715 0.967
H 3.337 1.480 -3.798
H 0.786 -0.230 -1.080
N -1.277 -0.341 1.301
C -0.432 -0.024 0.392
H 0.811 2.174 0.288
C 2.874 0.666 -3.340
O -0.089 -0.612 -0.623
H -2.100 -1.968 0.273
H -1.264 0.211 2.075
H -3.200 -1.285 1.470
C -2.169 -1.474 1.279
H 3.099 -0.393 -3.654
H -1.830 -1.940 2.232
S 2.026 0.929 -2.001
H 0.677 1.533 2.112
*
```

Orbital gap (Ha): 0.329
HOMO (eV): -13.50


b:
Density functional theory data (ωB97M-V/def2-TZVPD) for a structure of composition C4H10NOS.

```
! RIJCOSX wB97M-V def2-TZVPD def2/J DEFGRID3
* xyz 1 1
H 0.027 -1.372 1.669
H -1.745 -0.295 1.654
H 1.197 -0.719 -1.617
H 0.462 0.562 -0.824
H 2.313 0.578 -1.123
H -3.334 2.164 0.163
C -1.552 -0.426 0.457
N 0.206 -1.008 0.732
H 2.268 -1.242 0.827
C -2.282 1.906 0.275
C 1.384 -0.014 -0.891
C 1.389 -0.703 0.400
H -2.059 -1.744 -1.564
O -2.068 0.579 -0.180
H -1.714 2.633 -0.229
H -1.851 1.871 1.358
S -2.144 -2.090 -0.246
*
```

Orbital gap (Ha): 0.353
HOMO (eV): -13.69


c:
Density functional theory data (ωB97M-V/def2-TZVPD) for a structure of composition C4H10NOS.

```
! RIJCOSX wB97M-V def2-TZVPD def2/J DEFGRID3
* xyz 1 1
H -4.752 -0.548 0.416
S 4.459 -1.078 -0.052
H 1.955 1.339 -1.182
H 3.676 -0.571 1.045
H -5.771 0.092 -0.330
C -0.572 0.368 -0.611
H -6.296 -0.901 0.778
C 0.508 0.632 0.224
C 1.844 0.457 -0.517
N -5.641 -0.166 0.757
H -0.328 0.158 -1.712
H 0.408 0.904 1.294
O -1.797 0.564 -0.347
C 2.969 0.280 0.490
H 3.662 1.115 0.340
H 3.983 -2.146 0.517
H 1.693 -0.499 -1.111
*
```

Orbital gap (Ha): 0.143
HOMO (eV): -12.90


Going by the energies, a is most stable and the next is 0.190 eV up.


a:
Density functional theory data (ωB97M-V/def2-TZVPD) for the ion C4H5N2O3 with charge -1.

```
! RIJCOSX wB97M-V def2-TZVPD def2/J DEFGRID3
* xyz -1 1
H -1.603 2.442 1.287
O -0.136 0.207 2.591
H 0.107 -0.387 -2.316
H 1.036 2.386 1.857
O 0.396 3.006 1.497
C -0.481 1.435 -0.437
N -0.452 -1.147 -0.471
C -0.630 2.009 0.954
H 0.332 -1.843 -0.234
C -0.419 0.116 0.110
O -0.329 1.938 -1.580
C -0.440 0.627 1.470
H -1.500 -1.289 -2.095
N -0.504 -1.218 -1.873
*
```

Orbital gap (Ha): 0.269
HOMO (eV): -3.22
Structure (SMILES): NNC1=C([O-])[C@@H](O)C1=O


b:
Density functional theory data (ωB97M-V/def2-TZVPD) for a cluster of 2 separate species, C4H5N2O3 in total.

```
! RIJCOSX wB97M-V def2-TZVPD def2/J DEFGRID3
* xyz -1 1
H 0.397 -0.864 -1.988
H -0.906 1.777 0.606
O -2.134 1.038 -0.053
C -0.457 -0.639 0.141
N 1.434 -1.427 0.991
H 1.023 0.650 -1.056
O -2.520 -1.044 -0.699
C 0.615 -0.446 -0.930
N 0.024 -1.193 1.204
H 2.843 -1.132 -0.561
C -1.855 -0.140 -0.230
O -0.052 2.047 0.961
C 1.736 -1.104 -0.203
H -0.147 2.477 1.817
*
```

Orbital gap (Ha): 0.322
HOMO (eV): -4.90


Going by the energies, b is most stable and the next is 1.540 eV up.


a:
Density functional theory data (ωB97M-V/def2-TZVPD) for an isolated molecule of CH3N3O.

```
! RIJCOSX wB97M-V def2-TZVPD def2/J DEFGRID3
* xyz 0 3
N -0.044 0.241 -0.489
H 1.652 -1.024 -0.362
H 0.164 1.222 -0.708
N -0.740 0.138 0.771
H -1.826 -0.084 0.744
O 0.378 -1.411 2.213
C 0.243 -0.734 1.242
N 1.079 -0.386 0.171
*
```

Orbital gap (spin up / spin down) (Ha): 0.175 / 0.262
HOMO (spin up / spin down) (eV): -3.88 / -10.23


b:
Density functional theory data (ωB97M-V/def2-TZVPD) for a cluster of 2 separate species, CH3N3O in total.

```
! RIJCOSX wB97M-V def2-TZVPD def2/J DEFGRID3
* xyz 0 3
C -0.219 -1.126 -0.274
O -0.070 1.385 0.297
N 1.584 2.279 1.625
H -1.406 -0.932 -1.763
N -0.409 -1.170 -1.501
H -0.957 -1.102 0.431
N 0.781 1.828 0.962
H 0.695 -1.162 0.223
*
```

Orbital gap (spin up / spin down) (Ha): 0.238 / 0.329
HOMO (spin up / spin down) (eV): -5.45 / -11.26


Going by the energies, b is most stable and the next is 0.196 eV up.